1.
{
  "formula": "C10H19AlBeBrCaCl2FKN2O7P",
  "method": "ωB97M-V/def2-TZVPD",
  "charge": 0,
  "e_lumo_ev": -5.78,
  "species": ["N", "P", "O", "O", "Al", "F", "Br", "H", "H", "H", "H", "Ca", "O", "H", "Cl", "Be", "C", "C", "C", "O", "C", "H", "H", "H", "H", "H", "H", "H", "H", "C", "C", "C", "C", "C", "C", "H", "H", "H", "H", "H", "H", "N", "O", "O", "O", "K", "Cl"],
  "coordinates": [[2.5692, -1.5123, -0.7769], [2.2306, -0.0248, -1.3113], [2.9124, 0.1052, -2.8423], [2.9146, 1.1259, -0.3155], [-0.0810, 0.1907, -1.5092], [-0.5383, 1.9395, -1.3064], [-0.8519, -0.4987, -3.6600], [1.6784, -1.9792, -0.6052], [2.9593, -0.7973, -3.2450], [2.6183, 2.0054, -0.6332], [-0.8348, -0.6555, -0.4001], [-1.9742, -1.8579, 0.2183], [-2.9425, -0.9958, 3.5662], [-2.5787, -0.6090, 4.3686], [2.2954, -2.7602, -2.6033], [-0.6901, 2.1100, -3.5388], [-5.4899, -4.9206, 5.7986], [-5.5470, -4.0884, 4.5319], [-4.8749, -2.7991, 4.9709], [-3.9189, -3.1575, 5.9805], [-4.1483, -4.5123, 6.3812], [-5.5690, -5.9948, 5.6243], [-6.2972, -4.6236, 6.4746], [-4.9558, -4.5696, 3.7450], [-6.5578, -3.9337, 4.1523], [-5.5970, -2.1083, 5.4209], [-4.3668, -2.2849, 4.1494], [-3.3357, -5.1262, 5.9746], [-4.1243, -4.5815, 7.4708], [5.6391, 5.1177, -3.8396], [5.6780, 5.6844, -2.5706], [5.3419, 4.9243, -1.4582], [4.9754, 3.5919, -1.6114], [4.9394, 3.0231, -2.8806], [5.2678, 3.7868, -3.9956], [5.8981, 5.7136, -4.7073], [5.9787, 6.7571, -2.4415], [5.3669, 5.3708, -0.4710], [4.7191, 2.9972, -0.7415], [4.6537, 1.9847, -3.0017], [5.2350, 3.3453, -4.9873], [-4.5051, -0.9094, -4.1634], [-3.8607, -0.2333, -4.9917], [-5.7250, -0.7519, -4.0387], [-3.9021, -1.7510, -3.4483], [3.4471, -0.1410, -5.0123], [5.9485, 8.4042, -1.7198]],
  "atomic_forces_ev_per_a": [[-0.34, 1.51, 1.06], [0.76, 0.22, 0.90], [-0.30, 0.36, 2.24], [-0.85, -1.16, -2.31], [-0.24, 2.37, -0.98], [0.25, -2.02, -0.91], [0.09, 0.60, 0.92], [0.54, 0.12, 0.36], [-0.76, -0.44, 2.50], [0.37, -0.12, 0.32], [1.40, 1.25, -0.66], [-2.59, -1.20, 2.27], [0.13, -0.42, -1.82], [0.44, 0.01, -0.19], [-0.03, -0.91, -2.04], [0.01, -0.25, 0.36], [-0.25, -0.18, 0.19], [0.04, -0.06, -0.14], [-0.14, 0.23, -0.13], [-0.21, -0.34, -0.03], [0.27, 0.19, -0.05], [0.02, 0.03, 0.04], [0.04, -0.03, -0.03], [-0.03, 0.01, 0.00], [0.04, 0.01, 0.02], [-0.07, -0.03, -0.04], [0.12, 0.09, 0.32], [-0.03, -0.11, 0.06], [0.06, 0.06, -0.02], [-0.10, -0.04, 0.03], [0.11, -0.52, -0.33], [-0.07, 0.00, -0.03], [-0.07, 0.01, -0.06], [-0.04, 0.11, -0.08], [-0.02, -0.02, 0.07], [-0.02, -0.01, 0.05], [-0.08, -0.77, -0.10], [0.02, 0.04, -0.07], [0.12, -0.02, 0.02], [0.02, -0.06, 0.09], [0.05, 0.03, -0.01], [-0.79, 0.65, -0.26], [0.33, -0.07, 0.11], [0.42, -0.16, 0.06], [0.64, -0.42, 0.74], [0.72, 0.37, -2.83], [0.01, 1.09, 0.40]]
}



2.
{
  "formula": "C6H7LiLuO6",
  "method": "ωB97M-V/def2-TZVPD",
  "charge": 2,
  "e_lumo_ev": [-10.47, -10.48],
  "multiplicity": 2,
  "relative_energy_kcal_mol": 12.9,
  "species": ["Lu", "O", "O", "C", "C", "O", "C", "H", "H", "H", "H", "Li", "O", "O", "C", "C", "O", "C", "H", "H", "H"],
  "coordinates": [[3.0950, -0.3775, 1.2876], [1.3075, 1.1386, 1.1918], [0.8454, 1.9624, -0.8688], [-0.4908, 2.3562, -0.4993], [-1.5034, 1.3408, -1.0116], [2.6767, 0.7993, -0.4798], [1.6115, 1.3054, -0.0341], [-0.5535, 2.4790, 0.5876], [-0.6496, 3.3248, -0.9837], [-1.3852, 1.1930, -2.0910], [-2.5043, 1.7563, -0.8238], [-0.0204, -0.0953, 1.9795], [-1.5512, 0.0181, 0.9697], [-1.1442, -1.0194, -0.9587], [-0.3866, -3.0036, 0.3265], [0.8714, -2.3683, 0.3003], [1.2813, -1.5717, 1.2230], [-1.4084, 0.0092, -0.2763], [-0.9059, -3.1138, 1.2776], [-0.6267, -3.6923, -0.4805], [1.4414, -2.4412, -0.6361]],
  "atomic_forces_ev_per_a": [[-2.88, 0.74, -1.53], [1.19, -0.92, 1.43], [1.68, -1.11, 0.66], [-0.99, 0.37, 0.49], [-0.16, 0.03, -0.60], [1.79, -1.46, 0.64], [-2.41, 1.71, -1.51], [0.01, 0.01, -0.27], [0.13, -0.27, 0.09], [-0.05, 0.06, 0.23], [0.22, -0.15, -0.03], [-0.96, 0.00, -0.16], [0.76, -0.02, -0.02], [0.44, -0.30, -0.12], [1.85, 0.38, 0.24], [-3.13, -1.98, -2.42], [2.98, 2.18, 1.94], [-0.19, -0.02, 0.87], [-0.24, 0.38, -0.32], [-0.08, 0.37, 0.08], [0.05, -0.01, 0.32]]
}



3.
{
  "formula": "C30H33F2IrN6O2",
  "method": "ωB97M-V/def2-TZVPD",
  "charge": -1,
  "e_lumo_ev": [2.36, 2.35],
  "multiplicity": 6,
  "species": ["Ir", "F", "C", "C", "C", "C", "C", "F", "C", "C", "C", "C", "C", "C", "N", "H", "H", "H", "H", "H", "H", "N", "C", "C", "C", "C", "N", "C", "N", "N", "C", "O", "O", "H", "H", "H", "H", "H", "H", "H", "H", "H", "H", "H", "H", "H", "H", "C", "C", "C", "C", "C", "C", "C", "H", "H", "H", "H", "H", "C", "C", "C", "C", "C", "C", "N", "H", "H", "H", "H", "H", "H", "H", "H"],
  "coordinates": [[0.1834, 0.4604, -0.8742], [2.8268, -1.5254, -5.1062], [1.6548, -0.9887, -4.6752], [1.4826, -0.7120, -3.3428], [0.2897, -0.1240, -2.8830], [-0.7122, 0.1984, -3.8361], [-0.4810, -0.1494, -5.1662], [-1.4252, 0.0893, -6.1234], [0.6769, -0.7347, -5.6217], [-1.8759, 0.9835, -3.3769], [-2.9770, 1.3551, -4.1642], [-3.9452, 2.1878, -3.6385], [-3.8273, 2.6368, -2.3300], [-2.7404, 2.1926, -1.6026], [-1.8092, 1.3901, -2.1037], [2.2886, -0.9461, -2.6586], [0.8058, -0.9746, -6.6670], [-3.0675, 0.9936, -5.1741], [-4.7843, 2.4960, -4.2505], [-4.5628, 3.2926, -1.8843], [-2.5930, 2.4936, -0.5713], [1.9612, -2.2406, -0.7967], [3.2088, -2.0706, -0.0968], [3.4445, -3.0418, 1.0787], [2.3811, -3.0165, 2.1994], [2.7966, -2.2405, 3.4547], [2.8803, -0.7864, 3.3388], [1.8286, 0.0330, 3.2586], [0.6696, -0.3000, 3.8658], [1.9457, 1.1905, 2.6462], [3.4135, -0.6074, 0.3749], [4.4253, -0.3936, 1.0955], [2.5966, 0.2900, 0.0404], [1.1485, -2.3471, -0.1997], [1.9807, -2.9950, -1.4695], [3.9931, -2.2534, -0.8393], [4.4167, -2.8130, 1.5175], [3.5026, -4.0475, 0.6552], [2.1923, -4.0388, 2.5365], [1.4232, -2.6308, 1.8381], [3.7991, -2.5604, 3.7419], [2.1319, -2.4995, 4.2820], [3.6510, -0.4999, 2.7217], [0.7241, -0.8979, 4.6728], [-0.0443, 0.4147, 3.8949], [2.5642, 1.2185, 1.8380], [1.1186, 1.7768, 2.5293], [-0.9980, -0.7030, 0.2462], [-2.1689, -1.2804, 0.7281], [-2.2195, -2.0204, 1.9568], [-3.3963, -2.5471, 2.4458], [-4.5987, -2.3877, 1.7514], [-4.5855, -1.6805, 0.5453], [-3.4200, -1.1447, 0.0428], [-1.2956, -2.1516, 2.5097], [-3.3902, -3.0907, 3.3855], [-5.5201, -2.8046, 2.1381], [-5.5099, -1.5529, -0.0086], [-3.4205, -0.5962, -0.8922], [1.9379, 3.2485, -0.8917], [0.9293, 3.2374, 0.2126], [0.7662, 4.1830, 1.2052], [-0.3204, 3.7450, 2.0081], [-0.7671, 2.5548, 1.4634], [-1.9546, 1.7591, 1.9124], [0.0137, 2.2201, 0.3773], [2.3019, 4.2665, -1.0471], [1.4991, 2.8916, -1.8263], [2.7920, 2.6046, -0.6699], [1.3464, 5.0868, 1.3258], [-0.7446, 4.2511, 2.8649], [-2.5263, 2.3468, 2.6364], [-1.7013, 0.8033, 2.3698], [-2.6099, 1.5034, 1.0815]],
  "atomic_forces_ev_per_a": [[-0.06, 0.16, -0.28], [-0.01, -0.01, 0.00], [-0.18, 0.04, 0.06], [0.09, -0.09, -0.20], [0.39, 0.49, 0.04], [0.08, -0.12, 0.13], [-0.07, -0.06, -0.01], [0.03, 0.03, 0.00], [0.01, -0.05, -0.10], [-0.11, 0.01, -0.04], [0.00, -0.06, -0.07], [0.04, 0.00, 0.06], [-0.05, -0.06, -0.08], [0.03, 0.04, 0.15], [0.07, 0.03, 0.06], [-0.15, 0.14, -0.04], [0.00, 0.00, 0.01], [0.01, 0.05, -0.01], [-0.01, -0.04, -0.01], [0.03, 0.01, 0.02], [0.03, 0.03, -0.12], [-0.33, -0.25, 0.08], [-0.05, 0.19, 0.17], [-0.05, 0.03, 0.03], [0.11, 0.21, -0.11], [-0.08, -0.05, 0.21], [0.11, -0.15, -0.45], [-0.06, -0.13, 0.28], [-0.04, 0.22, 0.22], [-0.20, 0.28, -0.23], [0.05, 0.50, -0.22], [-0.06, -0.21, 0.13], [0.07, -0.53, 0.23], [0.00, 0.17, -0.04], [0.00, -0.03, 0.09], [0.14, 0.08, 0.17], [0.08, -0.06, -0.07], [-0.06, -0.03, 0.05], [-0.04, -0.01, -0.02], [-0.04, 0.01, -0.02], [-0.02, -0.04, 0.11], [0.00, -0.01, 0.01], [0.10, 0.09, -0.13], [-0.07, -0.07, -0.09], [-0.03, -0.16, -0.12], [0.17, -0.03, -0.22], [-0.02, 0.05, 0.05], [-0.39, -0.38, 0.15], [0.23, -0.23, 0.16], [-0.04, 0.03, -0.04], [-0.02, 0.01, -0.02], [0.03, 0.01, 0.00], [-0.01, 0.00, -0.02], [0.07, 0.06, 0.01], [0.03, 0.01, -0.01], [0.01, -0.01, -0.01], [0.00, 0.00, 0.00], [0.01, 0.01, 0.00], [-0.04, -0.02, -0.01], [0.05, 0.00, 0.02], [0.00, 0.02, 0.24], [0.00, -0.05, -0.03], [0.08, -0.03, 0.02], [0.00, -0.19, 0.04], [0.05, 0.13, 0.11], [0.21, 0.28, -0.25], [-0.01, 0.00, 0.01], [-0.01, -0.01, -0.02], [-0.06, -0.02, -0.04], [-0.01, -0.03, -0.02], [-0.06, -0.02, -0.04], [0.02, -0.01, -0.04], [0.05, -0.12, 0.03], [-0.07, -0.07, 0.07]]
}



4.
{
  "formula": "C25H37MnN2OPSSi",
  "method": "ωB97M-V/def2-TZVPD",
  "charge": 0,
  "e_lumo_ev": [-0.81, -0.30],
  "multiplicity": 4,
  "species": ["Mn", "Si", "P", "N", "H", "C", "H", "H", "H", "C", "H", "H", "H", "C", "H", "H", "H", "C", "H", "H", "H", "H", "H", "C", "C", "C", "C", "C", "C", "H", "H", "H", "H", "H", "C", "O", "C", "H", "H", "H", "C", "H", "H", "H", "N", "S", "C", "C", "C", "C", "C", "C", "C", "C", "C", "C", "C", "C", "H", "H", "H", "H", "H", "H", "H", "H", "H", "H", "H"],
  "coordinates": [[-0.7974, -1.5265, -0.8756], [0.0631, -2.6435, -2.7019], [2.1923, 2.3354, -3.0451], [-1.8305, -0.0404, -1.0822], [2.7220, 1.9166, -1.7480], [2.3540, 4.1001, -3.3158], [2.4937, 4.2980, -4.3877], [3.2233, 4.4754, -2.7582], [1.4431, 4.6045, -2.9672], [3.0770, 1.4660, -4.3481], [2.9992, 2.0523, -5.2751], [2.6368, 0.4722, -4.5057], [4.1361, 1.3684, -4.0729], [0.4626, 1.8640, -3.0850], [-0.1085, 2.6773, -3.5580], [0.1065, 1.6841, -2.0630], [0.3406, 0.9290, -3.6495], [1.9506, -2.8271, -2.5646], [2.3446, -2.1670, -1.7755], [2.4307, -2.5768, -3.5223], [2.1830, -3.8733, -2.3121], [-0.4657, -4.0488, -2.7680], [-0.1826, -1.9646, -4.0195], [-3.0862, 0.0795, -1.4560], [-5.2005, 1.2775, -1.2024], [-3.8323, 1.2263, -1.0156], [-3.7590, -0.9135, -2.2551], [-5.1254, -0.8293, -2.4382], [-5.8569, 0.2461, -1.9021], [-5.7693, 2.1212, -0.8077], [-3.2868, 2.0116, -0.4856], [-3.1567, -1.7320, -2.6699], [-5.6409, -1.6081, -3.0056], [-6.9378, 0.2881, -2.0414], [2.6141, 0.6897, -0.5284], [1.5459, 0.0443, -0.7324], [2.6786, 1.6910, 0.6009], [3.4101, 2.4808, 0.3910], [2.9860, 1.1702, 1.5200], [1.6940, 2.1394, 0.7593], [3.9432, 0.0910, -0.9284], [4.7079, 0.8653, -1.0634], [3.8456, -0.4865, -1.8516], [4.2823, -0.5805, -0.1252], [-0.8087, -1.8844, 1.0298], [0.3207, -1.2656, 2.0493], [-0.3758, 0.2952, 2.6093], [0.3383, 1.0191, 3.5776], [-0.1603, 2.2380, 4.0394], [-1.3693, 2.7356, 3.5400], [-2.0752, 2.0136, 2.5707], [-1.5672, 0.8018, 2.0995], [0.0627, -2.3032, 3.5000], [-1.1804, -2.3765, 4.1267], [-1.3495, -3.2378, 5.2181], [-0.2749, -4.0042, 5.6825], [0.9750, -3.9124, 5.0593], [1.1484, -3.0652, 3.9641], [-1.5050, -2.4242, 1.5367], [1.2739, 0.6091, 3.9609], [0.3971, 2.7979, 4.7939], [-1.7640, 3.6845, 3.9062], [-3.0225, 2.3885, 2.1783], [-2.0784, 0.2546, 1.3082], [-2.0049, -1.7590, 3.7706], [-2.3237, -3.3021, 5.7035], [-0.4127, -4.6716, 6.5339], [1.8170, -4.5021, 5.4241], [2.1087, -2.9769, 3.4563]],
  "atomic_forces_ev_per_a": [[-0.39, 1.81, 0.66], [-0.34, -0.04, -0.14], [-0.56, -0.59, -0.02], [1.62, -0.34, -0.58], [-0.27, 0.64, -1.10], [0.25, 0.42, 0.15], [-0.08, -0.03, 0.31], [-0.26, 0.04, -0.24], [0.30, -0.10, -0.04], [0.39, -0.04, -0.07], [0.00, -0.23, 0.23], [0.15, 0.25, 0.15], [-0.26, -0.03, -0.19], [-0.02, 0.11, -0.13], [0.07, -0.34, 0.16], [-0.24, -0.13, -0.03], [-0.04, 0.20, 0.26], [0.43, -0.14, -0.05], [-0.11, -0.29, -0.30], [0.09, -0.15, 0.24], [0.14, 0.34, -0.09], [0.12, -0.07, -0.51], [0.02, -0.24, -0.26], [-0.63, 0.12, -0.25], [-0.15, -0.44, -0.34], [-0.16, -0.40, -0.08], [-0.12, 0.36, 0.16], [0.00, 0.31, 0.07], [-0.26, 0.17, 0.08], [0.05, -0.18, -0.14], [-0.16, -0.22, -0.12], [-0.28, 0.33, 0.24], [0.09, 0.23, 0.14], [0.27, 0.00, 0.03], [-1.55, -2.71, 1.64], [1.69, 1.49, -0.16], [-0.23, 0.54, -0.33], [-0.01, -0.08, 0.18], [-0.04, 0.06, -0.17], [0.10, -0.09, 0.09], [0.16, 0.20, -0.50], [0.00, -0.11, 0.08], [0.02, -0.04, 0.18], [-0.11, 0.10, -0.16], [1.37, -0.32, 0.98], [-1.90, -0.94, -0.55], [0.12, 0.84, 0.88], [-0.20, -0.07, -0.25], [0.08, -0.12, -0.05], [-0.07, -0.26, -0.19], [0.35, 0.14, 0.32], [-0.10, -0.43, -0.27], [0.70, 0.08, 0.78], [0.05, -0.17, 0.21], [0.21, 0.09, -0.28], [0.05, 0.17, -0.21], [-0.18, 0.04, -0.07], [-0.44, 0.24, -0.11], [0.06, 0.16, 0.12], [-0.16, 0.18, 0.02], [-0.20, -0.18, -0.23], [0.13, -0.26, -0.08], [0.33, -0.13, 0.07], [0.09, 0.07, 0.04], [0.14, -0.12, 0.12], [0.28, 0.01, -0.12], [0.05, 0.19, -0.24], [-0.25, 0.15, -0.10], [-0.18, -0.09, 0.17]]
}



5.
{
  "formula": "C4H7NO2",
  "method": "ωB97M-V/def2-TZVPD",
  "charge": 0,
  "e_lumo_ev": 0.14,
  "relative_energy_kcal_mol": 142.6,
  "species": ["C", "C", "C", "O", "C", "O", "N", "H", "H", "H", "H", "H", "H", "H"],
  "coordinates": [[-0.6879, 1.3606, 1.1144], [-0.2306, 0.2790, 0.1709], [-0.9699, -0.0924, -1.0469], [0.2247, 0.6642, -1.1121], [0.5757, -0.7866, 0.8006], [0.5854, -1.2504, 2.0214], [1.4590, -1.6551, 0.5956], [-1.3409, 2.0587, 0.5850], [-1.2324, 0.9267, 1.9583], [0.1726, 1.9126, 1.5041], [-0.9010, -1.1089, -1.4328], [-1.8870, 0.4504, -1.2736], [2.2400, -1.4628, -1.6018], [1.9922, -1.2960, -2.2832]],
  "atomic_forces_ev_per_a": [[-0.03, 0.04, -0.01], [-0.01, 0.03, 0.21], [-0.24, -0.15, -0.09], [0.11, 0.10, -0.06], [0.24, -0.28, -0.11], [-0.04, 0.02, 0.07], [-0.30, 0.34, 0.04], [0.09, -0.11, 0.06], [0.08, 0.05, -0.11], [-0.11, -0.09, -0.05], [0.01, 0.15, 0.07], [0.15, -0.06, 0.05], [0.02, -0.03, -0.12], [0.03, -0.01, 0.04]]
}



6.
{
  "formula": "C2H7N3O2",
  "method": "ωB97M-V/def2-TZVPD",
  "charge": 0,
  "smiles": "C/N=[N+](\\[O-])O.C=N",
  "e_lumo_ev": 0.87,
  "relative_energy_kcal_mol": 157.8,
  "species": ["C", "C", "N", "N", "N", "O", "O", "H", "H", "H", "H", "H", "H", "H"],
  "coordinates": [[-1.1023, 1.6274, 0.1857], [1.5879, -0.9933, 0.1424], [0.8772, -1.9672, -0.0899], [-0.9962, 0.2184, -0.1344], [-2.0296, -0.4620, 0.1021], [-3.1441, -0.1628, 0.3673], [-1.8654, -1.8309, -0.0882], [-2.1463, 1.9010, 0.4982], [-0.3150, 1.8557, 0.8964], [-0.7869, 2.2458, -0.6378], [1.0907, -0.0279, -0.2280], [2.6719, -0.7514, 0.2285], [1.3389, -2.7949, 0.2549], [-0.9517, -2.2469, 0.1363]],
  "atomic_forces_ev_per_a": [[-1.12, 0.10, 0.23], [0.87, 5.85, -2.76], [-0.70, -2.90, 1.46], [-0.47, -0.16, 0.24], [2.94, -1.08, -0.99], [-1.92, 0.83, 0.70], [-0.15, -1.35, 0.35], [1.21, -0.01, -0.03], [-0.25, -0.05, 0.76], [-0.26, 0.00, -0.83], [0.69, -1.10, 0.99], [-0.37, -1.51, 0.99], [0.40, -0.96, -0.38], [-0.88, 2.34, -0.72]]
}



Molecular weight? In order: 595.221 357.024 739.847 527.649 101.105 105.097 g mol⁻¹.
E_tot? In order: -6498.54853 -1926.78045 -1945.98450 -3339.28241 -361.65361 -394.95346 hartree.